1.
A 2-piece molecular cluster, C30H29N3 overall in a non-equilibrium geometry. Source: OMol25; level of theory: wB97M-V/def2-TZVPD.

Computed properties:
**LUMO level**: 0.01233 Ha
**Energy relative to the best compared isomer or geometry (same formula, charge and spin)**: 0.00 kJ/mol

Atoms and positions in Å:
C: -0.32 -2.42 2.43
C: -0.37 -0.96 2.04
C: 0.77 -0.24 2.53
N: 1.79 0.25 2.87
C: -1.69 -0.33 2.33
C: -2.91 -1.06 2.43
C: -4.07 -0.41 2.83
C: -4.07 0.98 3.07
C: -2.92 1.74 2.80
C: -1.73 1.08 2.45
H: -1.01 -2.98 1.78
H: 0.70 -2.84 2.34
H: -0.67 -2.56 3.48
H: -2.94 -2.12 2.18
H: -4.98 -0.99 3.02
H: -4.97 1.48 3.44
H: -2.89 2.84 2.91
H: -0.82 1.65 2.25
C: 0.56 -3.83 -0.17
C: 1.39 -2.64 -0.36
N: 2.71 -2.79 -0.65
C: 3.43 -4.06 -0.61
C: 3.30 -1.57 -0.93
C: 2.29 -0.58 -0.87
C: 2.58 0.68 -1.38
C: 3.85 0.93 -1.92
C: 4.85 -0.06 -1.92
C: 4.59 -1.34 -1.39
C: 1.07 -1.26 -0.43
C: -0.17 -0.66 -0.08
C: -0.63 0.61 -0.65
C: -1.64 0.76 -1.62
C: -2.35 -0.25 -2.42
N: -1.92 2.08 -1.80
C: -2.75 2.63 -2.87
C: -1.12 2.85 -0.95
C: -0.27 1.96 -0.25
C: 0.75 2.52 0.53
C: 0.90 3.92 0.57
C: -0.03 4.78 -0.06
C: -1.10 4.24 -0.80
H: -0.50 -3.55 -0.13
H: 0.67 -4.51 -1.04
H: 0.82 -4.39 0.74
H: 4.50 -3.88 -0.65
H: 3.17 -4.60 0.32
H: 3.18 -4.74 -1.45
H: 1.79 1.41 -1.44
H: 4.07 1.92 -2.33
H: 5.83 0.16 -2.35
H: 5.33 -2.13 -1.39
H: -0.99 -1.39 -0.02
H: -2.10 -1.24 -2.04
H: -3.44 -0.08 -2.36
H: -2.02 -0.19 -3.47
H: -2.88 3.69 -2.71
H: -2.27 2.49 -3.85
H: -3.73 2.13 -2.87
H: 1.42 1.81 1.01
H: 1.77 4.35 1.09
H: 0.08 5.86 0.05
H: -1.88 4.86 -1.25

2.
A 2-piece molecular cluster, C30H29NO4S2 overall in a non-equilibrium geometry. Source: OMol25; level of theory: wB97M-V/def2-TZVPD.

Computed properties:
**LUMO level**: -0.05994 Ha
**Energy relative to the best compared isomer or geometry (same formula, charge and spin)**: 0.00 kJ/mol

Atoms and positions in Å:
C: -2.48 3.21 -2.35
C: -1.09 3.33 -2.98
C: -0.07 2.84 -1.93
N: -0.88 2.18 -0.90
C: -0.37 1.69 0.22
C: -1.16 0.79 1.02
C: -1.90 -0.28 0.46
C: -2.74 -1.05 1.28
C: -2.71 -0.87 2.67
C: -1.87 0.10 3.24
C: -1.20 0.99 2.41
C: -2.32 2.32 -1.10
H: -2.84 4.19 -2.03
H: -3.20 2.77 -3.05
H: -1.02 2.68 -3.87
H: -0.85 4.35 -3.28
H: 0.66 2.14 -2.37
H: 0.51 3.68 -1.50
H: 0.61 2.03 0.52
H: -1.82 -0.47 -0.61
H: -3.39 -1.78 0.82
H: -3.37 -1.47 3.30
H: -1.74 0.18 4.32
H: -0.72 1.89 2.82
H: -2.81 2.77 -0.23
H: -2.77 1.34 -1.27
C: 1.83 4.11 6.27
C: 3.20 3.83 6.20
C: 3.71 3.00 5.21
C: 2.87 2.52 4.16
C: 3.43 1.95 2.96
S: 2.58 1.00 1.79
C: 3.50 -0.37 1.09
C: 3.57 -0.40 -0.31
C: 4.44 -1.28 -0.93
C: 5.20 -2.17 -0.17
C: 5.03 -2.22 1.22
C: 4.15 -1.33 1.86
O: 1.41 0.42 2.43
O: 2.41 1.90 0.65
S: 5.05 2.41 2.38
C: 4.90 4.16 1.95
C: 4.44 4.54 0.69
C: 4.55 5.88 0.29
C: 5.05 6.84 1.18
C: 5.42 6.46 2.49
C: 5.33 5.12 2.87
O: 6.03 2.28 3.43
O: 5.28 1.76 1.10
C: 1.47 2.72 4.32
C: 0.96 3.54 5.33
H: 1.42 4.75 7.06
H: 3.88 4.27 6.93
H: 4.76 2.73 5.20
H: 2.99 0.31 -0.89
H: 4.54 -1.22 -2.01
H: 5.94 -2.81 -0.66
H: 5.60 -2.93 1.81
H: 4.00 -1.36 2.93
H: 4.00 3.80 0.02
H: 4.27 6.17 -0.72
H: 5.18 7.87 0.86
H: 5.80 7.19 3.20
H: 5.60 4.81 3.88
H: 0.81 2.25 3.60
H: -0.12 3.72 5.38

3.
C30H30Br4O3P2PtS as an isolated structure. Source: OMol25; level of theory: wB97M-V/def2-TZVPD.

Computed properties:
**LUMO level**: 0.00749 Ha
**Energy relative to the best compared isomer or geometry (same formula, charge and spin)**: 0.00 kJ/mol

Atoms and positions in Å:
Pt: 1.58 -1.92 -0.28
C: 2.41 0.27 2.15
P: 1.79 -1.40 1.86
C: 2.82 -2.45 2.92
C: 0.11 -1.54 2.57
C: -0.30 -0.86 3.71
C: -1.62 -0.98 4.14
C: -2.51 -1.79 3.45
C: -2.09 -2.49 2.33
C: -0.78 -2.36 1.88
P: -0.14 -3.13 0.36
C: -1.49 -3.21 -0.84
C: 0.14 -4.88 0.79
H: 2.60 0.45 3.21
H: 1.69 0.98 1.75
H: 3.34 0.36 1.58
H: 2.77 -2.11 3.96
H: 3.85 -2.39 2.58
H: 2.49 -3.48 2.86
H: 0.38 -0.21 4.24
H: -1.95 -0.42 5.00
H: -3.54 -1.87 3.79
H: -2.80 -3.11 1.79
H: -2.26 -3.93 -0.55
H: -1.06 -3.49 -1.80
H: -1.93 -2.22 -0.95
H: 0.48 -5.41 -0.10
H: -0.78 -5.33 1.16
H: 0.91 -4.95 1.55
Br: 4.39 2.24 -5.04
C: 3.41 0.86 -4.21
C: 2.46 0.14 -4.92
Br: 2.11 0.52 -6.73
C: 1.74 -0.87 -4.27
Br: 0.37 -1.85 -5.14
C: 1.96 -1.17 -2.93
O: 1.24 -2.08 -2.28
C: 2.91 -0.42 -2.21
O: 3.04 -0.65 -0.91
C: 3.63 0.57 -2.86
Br: 4.85 1.55 -1.80
O: -0.01 0.72 0.48
S: -1.18 0.42 -0.40
C: -0.66 0.58 -2.13
C: 0.13 1.81 -2.47
C: -0.41 2.78 -3.30
C: 0.33 3.90 -3.65
C: 1.62 4.05 -3.18
C: 2.17 3.09 -2.34
C: 1.43 1.97 -1.99
C: -2.24 1.88 -0.29
C: -2.79 1.98 1.11
C: -2.02 2.55 2.12
C: -2.50 2.61 3.42
C: -3.76 2.10 3.72
C: -4.53 1.53 2.72
C: -4.04 1.46 1.42
H: -1.57 0.50 -2.72
H: -0.08 -0.33 -2.30
H: -1.42 2.66 -3.69
H: -0.10 4.65 -4.31
H: 2.21 4.92 -3.46
H: 3.19 3.19 -1.99
H: 1.86 1.21 -1.35
H: -3.03 1.76 -1.03
H: -1.62 2.73 -0.55
H: -1.03 2.93 1.88
H: -1.90 3.07 4.19
H: -4.14 2.17 4.73
H: -5.51 1.13 2.95
H: -4.64 1.01 0.64

4.
C30H30Cl5N3O2Pb as an isolated structure. Source: OMol25; level of theory: wB97M-V/def2-TZVPD.

Computed properties:
**LUMO level**: -0.06367 Ha

Atoms and positions in Å:
Pb: 1.90 -0.67 1.30
C: -0.92 -3.87 3.68
C: -0.66 -2.51 3.09
O: 0.38 -2.31 2.49
C: -1.74 -1.52 3.30
C: -1.81 -0.22 3.00
C: -3.06 0.56 3.23
N: -0.67 0.48 2.45
N: -0.96 1.64 2.19
C: 0.19 2.46 1.78
O: 1.27 2.31 2.28
C: -0.19 3.54 0.84
C: -1.36 3.44 0.09
C: -1.65 4.43 -0.84
C: -0.79 5.51 -1.00
C: 0.36 5.61 -0.24
C: 0.67 4.62 0.68
H: -0.19 -4.58 3.31
H: -1.93 -4.20 3.43
H: -0.86 -3.80 4.77
H: -2.62 -1.95 3.76
H: -3.82 -0.07 3.70
H: -3.45 0.93 2.28
H: -2.87 1.43 3.85
H: -2.02 2.59 0.21
H: -2.54 4.35 -1.45
H: -1.03 6.28 -1.73
H: 1.03 6.46 -0.36
H: 1.57 4.67 1.27
Cl: 0.46 -3.21 -1.04
C: 2.05 -3.63 -0.47
C: 2.72 -2.73 0.34
C: 3.97 -3.13 0.78
Cl: 4.90 -2.02 1.78
C: 4.56 -4.35 0.45
Cl: 6.12 -4.78 1.03
C: 3.85 -5.22 -0.37
Cl: 4.54 -6.74 -0.81
C: 2.59 -4.86 -0.84
Cl: 1.72 -5.94 -1.86
C: -2.83 1.30 -3.66
C: -2.30 0.61 -2.42
C: -3.13 -0.17 -1.64
C: -2.60 -0.84 -0.54
C: -3.47 -1.77 0.27
C: -1.26 -0.68 -0.22
C: -0.38 0.13 -0.97
C: -0.95 0.75 -2.10
N: 0.94 0.23 -0.58
C: 1.95 0.81 -1.50
C: 3.33 0.67 -0.85
C: 1.80 2.31 -1.76
C: 2.01 0.00 -2.81
H: -3.92 1.28 -3.68
H: -2.47 0.81 -4.56
H: -2.51 2.34 -3.70
H: -4.17 -0.30 -1.91
H: -4.43 -1.93 -0.23
H: -3.68 -1.37 1.26
H: -3.00 -2.74 0.40
H: -0.85 -1.27 0.59
H: -0.35 1.36 -2.75
H: 3.39 1.23 0.09
H: 4.10 1.09 -1.50
H: 3.61 -0.38 -0.69
H: 1.88 2.85 -0.82
H: 0.86 2.61 -2.22
H: 2.61 2.66 -2.41
H: 2.21 -1.05 -2.58
H: 2.81 0.37 -3.45
H: 1.08 0.05 -3.37